P.
Molecular formula: C5H26N2O7
Method: DFT, ωB97M-V with the def2-TZVPD basis set

Element x y z (Å)
N: 0.83 0.33 2.58
C: 1.25 1.24 1.51
C: 0.89 0.74 0.10
C: 2.07 0.97 -0.92
C: 1.67 2.22 -1.72
C: 0.29 2.65 -1.21
N: -0.26 1.51 -0.43
H: -0.18 0.26 2.59
H: 1.24 -0.57 2.41
H: 2.33 1.40 1.60
H: 0.83 2.22 1.68
H: 0.63 -0.34 0.11
H: 2.20 0.08 -1.58
H: 3.06 1.11 -0.40
H: 2.41 3.04 -1.66
H: 1.64 1.99 -2.81
H: -0.41 2.97 -1.98
H: 0.37 3.53 -0.52
H: -0.82 0.92 -1.07
O: -1.92 -0.34 -2.19
H: -2.17 -0.26 -3.14
H: -1.20 -0.98 -2.27
O: -2.12 -2.48 -0.26
H: -2.09 -1.91 0.48
H: -2.65 -2.03 -0.96
O: -2.00 -0.93 1.92
H: -2.51 -1.18 2.67
H: -2.04 0.08 1.81
O: -2.17 1.66 1.59
H: -2.92 1.87 1.17
H: -1.43 1.79 0.94
O: -0.13 -2.33 -2.05
H: 0.71 -2.26 -1.62
H: -0.70 -2.64 -1.39
O: 0.16 -2.53 1.73
H: -0.59 -1.90 1.76
H: -0.23 -3.30 1.39
O: 1.91 -2.36 -0.30
H: 2.69 -1.86 -0.03
H: 1.34 -2.38 0.47

Summary:
SMILES: NC[C@@H]1CCCN1.O.O.O.O.O.O.O
Gap between HOMO and LUMO in Ha: 0.3414
Net charge: 0
Highest occupied orbital energy in Ha: -0.3261

Results of the Löwdin charge analysis, in e, for atoms 1 through 8:
1 N 0.028
2 C -0.222
3 C -0.301
4 C -0.142
5 C -0.178
6 C -0.187
7 N -0.057
8 H 0.030


Q.
Molecular formula: C5H26N2O7
Method: DFT, ωB97M-V with the def2-TZVPD basis set

Element x y z (Å)
C: 1.43 2.24 0.53
N: 0.24 1.56 0.01
C: 0.04 0.22 0.58
C: -1.10 -0.44 -0.18
N: -1.11 -1.91 0.00
C: -0.23 0.32 2.11
C: 0.46 -0.78 2.89
O: -1.62 0.38 2.43
H: 1.27 2.59 1.55
H: 2.32 1.59 0.52
H: 1.64 3.11 -0.09
H: 0.38 1.48 -0.99
H: 0.95 -0.39 0.46
H: -0.97 -0.23 -1.24
H: -2.04 0.02 0.11
H: -1.87 -2.32 -0.52
H: -1.22 -2.16 0.97
H: 0.13 1.28 2.48
H: 1.54 -0.68 2.85
H: 0.24 -1.77 2.49
H: 0.13 -0.76 3.93
H: -2.08 -0.45 2.24
O: 0.53 -1.91 -3.14
H: -0.34 -1.77 -2.75
H: 1.01 -1.07 -2.97
O: -3.71 1.75 -1.15
H: -2.97 1.97 -1.73
H: -3.46 2.14 -0.29
O: 1.80 0.44 -2.35
H: 2.34 0.78 -3.07
H: 2.41 0.01 -1.71
O: 3.39 -1.04 -0.70
H: 3.76 -1.05 0.19
H: 2.83 -1.86 -0.74
O: 1.58 -3.04 -0.85
H: 1.34 -2.94 -1.80
H: 0.78 -2.68 -0.43
O: -2.34 2.75 1.12
H: -1.50 2.68 0.64
H: -2.29 2.00 1.74

Summary:
SMILES: CN[C@H](CN)[C@H](C)O.O.O.O.O.O.O
Gap between HOMO and LUMO in Ha: 0.3623
Net charge: 0
Highest occupied orbital energy in Ha: -0.3513

Results of the Löwdin charge analysis, in e, for atoms 1 through 8:
1 C -0.103
2 N -0.086
3 C -0.305
4 C -0.203
5 N 0.025
6 C -0.361
7 C -0.025
8 O -0.054


Short version: Q is the most stable of them.